Entry 1:
Here is a cluster of 2 separate species, C4H15N3O in total in a non-equilibrium geometry from the Open Molecules 2025 dataset. Energies are from ωB97M-V/def2-TZVPD.

Last column: natural (NBO) charge in e.
CARTESIAN COORDINATES (ANGSTROEM)
C 2.16 -3.45 -0.54  -0.42
N 2.24 -2.50 0.57  -0.63
C 1.37 -1.37 0.38  0.10
O -0.02 -1.65 0.43  -0.79
H 1.16 -3.89 -0.60  0.18
H 2.89 -4.27 -0.44  0.20
H 2.44 -2.95 -1.53  0.19
H 1.92 -2.98 1.42  0.35
H 1.66 -0.87 -0.55  0.14
H 1.62 -0.63 1.21  0.13
H -0.53 -0.90 0.19  0.47
N -1.49 0.23 -0.07  -0.84
C -0.87 1.54 0.07  -0.24
C -1.90 2.70 -0.09  -0.23
N -1.40 4.07 0.03  -0.83
H -2.32 0.05 0.52  0.38
H -1.80 0.02 -1.04  0.38
H -0.30 1.58 1.06  0.19
H -0.08 1.65 -0.71  0.20
H -2.38 2.59 -1.05  0.19
H -2.79 2.58 0.66  0.18
H -0.76 4.31 -0.75  0.35
H -0.84 4.15 0.87  0.35

Summary:
2S+1: 1
LUMO level, Eh: 0.0298

***

Entry 2:
Here is a cluster of 2 separate species, C4H15N3O in total in a non-equilibrium geometry from the Open Molecules 2025 dataset. Energies are from ωB97M-V/def2-TZVPD.

Last column: natural (NBO) charge in e.
CARTESIAN COORDINATES (ANGSTROEM)
C 0.93 0.16 -0.82  -0.23
C 0.20 -1.19 -0.89  -0.43
C -0.79 -1.46 0.35  -0.25
N -2.80 0.46 1.25  -0.78
C -3.06 -0.36 0.20  0.41
N -2.10 -1.27 -0.11  -0.51
N 2.44 0.15 -0.54  -0.72
H 0.95 0.76 -1.71  0.24
H 0.46 0.81 -0.15  0.23
H -0.57 -1.26 -1.67  0.24
H 0.96 -2.17 -0.95  0.26
H -0.47 -0.90 1.11  0.21
H -0.58 -2.51 0.75  0.26
H -3.47 1.21 1.56  0.45
H -2.38 0.25 2.16  0.45
H -4.10 -0.34 -0.33  0.29
H -2.23 -1.94 -0.87  0.44
H 2.70 -0.46 0.24  0.43
H 2.64 1.14 -0.08  0.49
H 3.03 -0.16 -1.31  0.45
H 3.06 3.09 1.29  0.52
H 2.72 3.36 -0.13  0.52
O 2.48 2.62 0.65  -0.97

Summary:
Net charge: +2
2S+1: 1
LUMO level, Eh: -0.2634

***

Number 1: HOMO energy -0.3232 hartree, E_tot -400.8594 Ha. Number 2: HOMO energy -0.6657 hartree, E_tot -400.2583 Ha.